C24H34N3O3PSbSe4V | ωB97M-V with the def2-TZVPD basis set

XYZ file:
```
71
Properties=species:S:1:pos:R:3:lowdin_charge:R:1
V 0.44345 0.16443 -0.00546 0.61
C 3.15904 2.41037 -0.11310 -0.12
N 2.36618 1.87609 1.01177 -0.24
C 1.77219 3.02451 1.73526 -0.17
C 0.58715 2.75836 2.68075 -0.13
C -0.69792 2.23561 2.03775 -0.18
N -0.58209 0.88832 1.48137 -0.13
C -1.24900 -0.07996 2.00229 -0.07
C -1.37618 -1.47857 1.52469 -0.12
C -1.96642 -2.39375 2.40111 -0.02
C -2.08724 -3.72990 2.07225 -0.07
C -1.66147 -4.17116 0.82106 -0.04
C -1.15757 -3.27665 -0.10795 0.00
C -1.00464 -1.94311 0.22985 -0.30
O -0.56716 -1.06141 -0.70068 -0.18
C 3.33270 1.10394 1.81715 -0.20
C 2.88266 0.35358 3.06700 -0.14
C 1.75008 -0.66201 2.86624 -0.17
N 1.55628 -0.92993 1.44441 -0.04
C 1.83322 -2.10122 0.97642 -0.04
C 1.96420 -2.42897 -0.44596 -0.15
C 2.09484 -3.76114 -0.86652 -0.05
C 2.26190 -4.05781 -2.19841 -0.08
C 2.33163 -3.01593 -3.13665 -0.05
C 2.24830 -1.69302 -2.75200 0.02
C 2.05742 -1.38208 -1.40508 -0.32
O 2.00788 -0.10710 -1.01846 -0.25
H 4.06625 2.90569 0.25540 0.10
H 2.59193 3.13677 -0.69185 -0.03
H 3.44639 1.60010 -0.77656 0.08
H 1.40649 3.71824 0.97590 0.11
H 2.56397 3.53858 2.29728 0.13
H 0.32545 3.72993 3.10468 0.13
H 0.86612 2.10789 3.51216 0.09
H -0.99866 2.90370 1.22723 0.08
H -1.50042 2.24795 2.77687 0.13
H -1.80957 0.14689 2.91092 0.15
H -2.32442 -2.03294 3.35834 0.12
H -2.53043 -4.42510 2.77147 0.11
H -1.73940 -5.21902 0.56086 0.11
H -0.88188 -3.58267 -1.10845 0.13
H 4.14280 1.77618 2.13315 0.13
H 3.77638 0.38340 1.12864 0.12
H 2.60287 1.05270 3.85460 0.10
H 3.77004 -0.17643 3.41769 0.12
H 0.82951 -0.26901 3.29151 0.10
H 1.96841 -1.59167 3.39615 0.12
H 2.04611 -2.92150 1.66695 0.15
H 2.03178 -4.54982 -0.12396 0.12
H 2.33535 -5.08542 -2.52698 0.10
H 2.45922 -3.24928 -4.18623 0.11
H 2.31003 -0.87791 -3.45962 0.13
C -4.24003 2.16877 -2.16612 -0.18
P -3.41439 0.60887 -1.87733 0.53
C -4.73137 -0.62232 -2.01928 -0.18
C -2.41063 0.22423 -3.31897 -0.20
O -2.73202 0.53466 -0.54452 -0.40
H -4.55521 2.26175 -3.20463 0.05
H -3.60130 3.01515 -1.90673 -0.01
H -5.11241 2.18733 -1.50844 0.06
H -5.22934 -0.52474 -2.98626 0.06
H -5.45595 -0.46503 -1.21972 0.05
H -4.30939 -1.62305 -1.92529 0.04
H -2.87090 0.63997 -4.21330 0.04
H -2.33345 -0.86261 -3.40059 0.05
H -1.40365 0.62298 -3.23173 -0.01
Se -1.45990 3.65368 -4.53042 -0.11
Sb -0.33970 4.10399 -2.42012 -0.32
Se -1.82601 5.37766 -0.98270 -0.15
Se 1.88659 5.00488 -2.65324 -0.10
Se 0.08528 1.88511 -1.07586 0.67
```

Computed properties:
calculated total energy = -338952.07949 eV
Kohn-Sham gap (spin up / spin down) = 4.46 / 4.46 eV
HOMO (spin up / spin down) = -6.59 / -6.59 eV
molar mass = 932.07 g mol⁻¹
total charge = 0
relative energy (zero: lowest compared OMol25 entry of this formula, charge and spin) = 0.745 eV

=====

C24H34N4O2 | ωB97M-V with the def2-TZVPD basis set

XYZ file:
```
64
Properties=species:S:1:pos:R:3:nbo_charge:R:1
O 0.13417 -2.00120 0.63808 -0.64
C 0.54497 -1.00303 0.07440 0.69
C -0.36743 -0.17064 -0.80911 -0.49
C -0.81513 1.10632 -0.09025 -0.40
C -1.71291 1.97913 -0.97582 -0.21
C -1.74293 3.43800 -0.50502 -0.40
C -2.47663 3.57518 0.82618 -0.41
C -3.87907 2.98538 0.70215 -0.23
N -3.80933 1.61178 0.25361 -0.45
C -4.20634 0.61033 1.07858 0.67
O -4.64723 0.82961 2.19276 -0.62
C -4.11998 -0.77862 0.52407 -0.11
C -3.20903 -1.63925 0.95892 -0.14
C -3.10600 -3.05730 0.49708 -0.44
C -4.34245 -3.50312 -0.27946 -0.39
C -4.79012 -2.40724 -1.24110 -0.39
C -5.20272 -1.17012 -0.44835 -0.43
C -3.15073 1.43447 -1.01485 -0.22
N 1.81832 -0.57165 0.24896 -0.45
C 2.50728 0.47401 -0.47282 -0.23
C 3.62345 -0.14489 -1.32955 -0.22
N 4.52786 -0.91501 -0.50441 -0.42
C 5.65377 -0.30240 -0.01756 0.39
C 6.54534 -0.93321 0.86789 -0.31
C 7.69032 -0.26609 1.24298 -0.14
C 7.94306 1.00634 0.74249 -0.32
C 7.01253 1.54153 -0.12684 0.07
N 5.90596 0.92097 -0.49387 -0.50
C 3.82714 -1.96124 0.20457 -0.22
C 2.71755 -1.35459 1.07426 -0.24
H -1.23875 -0.79246 -1.01753 0.24
H 0.11608 0.06910 -1.75782 0.21
H 0.06168 1.68307 0.21150 0.20
H -1.35525 0.82547 0.81493 0.22
H -1.31784 1.95696 -1.99842 0.20
H -0.72426 3.82125 -0.41575 0.21
H -2.25870 4.03982 -1.25815 0.20
H -1.93253 3.04767 1.61027 0.21
H -2.54651 4.62613 1.11006 0.21
H -4.39365 2.98834 1.66452 0.25
H -4.46483 3.56439 -0.02275 0.18
H -2.45167 -1.32674 1.66371 0.22
H -2.95216 -3.70159 1.36535 0.22
H -2.20472 -3.14976 -0.11743 0.23
H -5.15488 -3.70880 0.42036 0.20
H -4.12839 -4.42396 -0.82576 0.21
H -5.62713 -2.75429 -1.85050 0.21
H -3.96589 -2.15600 -1.91397 0.19
H -5.43108 -0.33754 -1.11947 0.21
H -6.11480 -1.38262 0.11833 0.22
H -3.13889 0.37600 -1.27087 0.22
H -3.71655 1.97661 -1.78472 0.19
H 1.82544 1.03766 -1.10350 0.21
H 2.96417 1.15944 0.25111 0.20
H 4.19550 0.63885 -1.82391 0.25
H 3.18419 -0.81755 -2.07370 0.19
H 6.35785 -1.92524 1.24496 0.21
H 8.38807 -0.73489 1.92225 0.22
H 8.82961 1.55347 1.01852 0.22
H 7.14539 2.52618 -0.55783 0.19
H 4.50708 -2.54299 0.82211 0.21
H 3.37572 -2.63022 -0.53616 0.20
H 2.13125 -2.13695 1.55802 0.25
H 3.16276 -0.70231 1.83426 0.19
```

Computed properties:
calculated total energy = -35496.58563 eV
Kohn-Sham gap = 8.64 eV
SMILES = O=C(CC[C@@H]1CCCN(C(=O)C2=CCCCC2)C1)N1CCN(c2ccccn2)CC1
HOMO = -7.99 eV
molar mass = 410.56 g mol⁻¹
total charge = 0
relative energy (zero: lowest compared OMol25 entry of this formula, charge and spin) = 1.363 eV

=====

C24H34NP2SV | ωB97M-V with the def2-TZVPD basis set

XYZ file:
```
63
Properties=species:S:1:pos:R:3:nbo_charge:R:1
V 0.45093 0.09547 -0.25084 0.95
S 2.82235 3.45636 -0.74634 0.36
C 4.16154 2.36380 -0.62517 -0.24
C 5.50036 2.65949 -0.39826 -0.22
C 6.40891 1.61718 -0.37536 -0.24
C 5.98332 0.30215 -0.57779 -0.21
C 4.64933 0.00819 -0.79148 -0.24
C 3.72319 1.04773 -0.80632 0.20
N 2.35342 0.91376 -1.00621 -0.57
C 1.75891 2.10449 -1.06023 0.04
C 0.38587 2.27330 -1.49945 -0.18
C -0.12229 3.56609 -1.78490 -0.19
C -1.26514 3.69495 -2.51941 -0.26
C -1.92626 2.53548 -2.98891 -0.21
C -1.49084 1.29043 -2.62157 -0.23
C -0.36009 1.08992 -1.78570 -0.38
H 5.82440 3.68085 -0.25007 0.21
H 7.45706 1.82352 -0.20390 0.20
H 6.70557 -0.50322 -0.56496 0.21
H 4.31999 -1.00697 -0.94132 0.24
H 0.41480 4.45907 -1.47833 0.20
H -1.64432 4.67802 -2.76840 0.20
H -2.79968 2.64100 -3.62216 0.20
H -2.05163 0.42338 -2.95174 0.20
C -1.10604 -3.94841 1.81525 -0.97
P -0.90339 -2.11857 1.52032 1.06
C 0.10253 -1.42303 2.91132 -0.96
C -2.64557 -1.73806 2.72333 -0.77
C -2.80460 -0.29317 2.39799 -0.70
P -1.87330 0.12255 0.73675 0.79
C -2.53987 1.88353 0.73031 -0.98
C -3.00594 -0.66276 -0.49171 -0.93
H -0.70355 -4.23473 2.79155 0.20
H -0.62394 -4.55430 1.05114 0.22
H -2.17232 -4.17346 1.82275 0.22
H 0.34736 -2.21218 3.62920 0.21
H -0.46036 -0.65362 3.44040 0.22
H 1.03874 -0.98729 2.56383 0.21
H -2.49964 -1.95785 3.78511 0.19
H -3.45906 -2.35585 2.33574 0.18
H -2.43032 0.38547 3.16953 0.20
H -3.82547 0.02678 2.15970 0.20
H -3.61304 1.92001 0.94672 0.20
H -2.34822 2.39239 -0.21486 0.23
H -2.02049 2.43093 1.52212 0.21
H -3.58407 0.09991 -1.01881 0.22
H -3.69686 -1.33077 0.02549 0.22
H -2.44130 -1.24500 -1.21923 0.23
C 2.85742 -2.07125 1.09559 -0.60
C 1.83637 -2.78611 0.19788 -0.06
C 1.81764 -4.24326 0.68526 -0.61
C 2.36372 -2.81969 -1.24498 -0.60
C 0.46044 -2.05467 0.16342 -1.03
H 3.87732 -2.39356 0.86024 0.19
H 2.68578 -2.31151 2.14667 0.20
H 2.83075 -0.98171 1.00214 0.19
H 2.83590 -4.64926 0.69219 0.18
H 1.21307 -4.87716 0.03147 0.20
H 1.42398 -4.33048 1.69757 0.20
H 3.37570 -3.24119 -1.30549 0.18
H 2.37171 -1.82077 -1.68847 0.21
H 1.70403 -3.43490 -1.86198 0.20
H -0.07472 -2.47095 -0.71292 0.19
```

Computed properties:
calculated total energy = -82027.47958 eV
Kohn-Sham gap (spin up / spin down) = 4.61 / 3.54 eV
⟨S²⟩ = 3.8662
multiplicity = 4
HOMO (spin up / spin down) = -2.12 / -1.42 eV
molar mass = 481.50 g mol⁻¹
total charge = -1
relative energy (zero: lowest compared OMol25 entry of this formula, charge and spin) = 2.851 eV

=====

- Which value of total charge does entry 1 give?
  0

=====

- Which value of calculated total energy does entry 2 give?
  -35496.58563 eV

=====

- What is the calculated total energy in the second record?
  -35496.58563 eV